1.
# C23H49BBrF3NNbO6P

C23H49BBrF3NNbO6P as an isolated structure (ωB97M-V/def2-TZVPD, the OMol25 dataset).

The geometry in XYZ format:
```
86
Properties=species:S:1:pos:R:3:forces:R:3
C 0.9355 0.3770 2.3903 -0.23 0.13 1.06
B 1.7240 1.1971 1.2250 1.64 0.06 1.40
O 3.0726 1.6609 1.5877 -1.01 -1.26 -0.45
Nb 0.8979 1.7127 -0.8662 -1.34 1.00 -0.06
Br 1.4859 4.2736 -0.4844 0.05 -0.87 0.07
C -1.1152 2.0464 0.0761 -1.05 -0.44 1.08
C -2.3766 2.3612 -0.8408 -1.60 -0.04 1.21
C -3.3547 1.0712 -0.9751 -0.48 1.01 0.57
C -4.8920 1.5057 -0.6899 1.15 0.27 -0.43
N -5.6703 0.3194 -0.2237 -1.82 0.36 -1.10
C -5.4473 -0.8625 -1.1095 0.82 -1.31 0.14
C -7.1096 0.5736 -0.1700 -1.34 0.84 -0.85
C -7.9538 -0.4234 0.7635 0.44 -0.40 -0.40
O -7.6867 1.4664 -0.8244 1.68 -2.16 2.09
P 0.4417 -0.7549 -1.4237 1.04 1.11 1.09
C 2.0334 -1.7778 -1.3792 0.14 -1.08 -0.23
C -0.9193 -1.4994 -0.3506 -0.41 -1.46 -0.52
C 0.2170 2.2172 -3.0239 1.08 0.09 -1.27
F 1.2860 1.9361 -3.9594 -1.95 0.64 0.72
F -0.0699 3.6012 -3.1992 -0.43 -2.20 -0.86
F -0.8625 1.3780 -3.4738 1.13 2.10 -0.08
H 1.5180 0.3493 3.3839 -0.62 -0.06 -1.41
H -0.0513 0.9065 2.6513 1.18 -0.86 -0.55
H 0.7053 -0.6919 2.0730 0.13 1.25 0.36
H 3.7150 0.9353 1.4560 -0.42 0.57 0.18
H 2.5661 1.4585 -1.5408 0.45 -0.75 0.02
H -1.0115 2.9185 0.8208 0.15 -1.20 -1.07
H -1.3575 1.1377 0.7416 0.11 1.27 -0.87
H -3.0203 3.1122 -0.2467 0.98 -0.84 -0.92
H -2.1828 2.8698 -1.8304 0.01 -0.87 1.03
H -3.1256 0.3175 -0.1421 0.00 1.02 -1.41
H -3.2547 0.6316 -2.0139 -0.08 0.22 1.35
H -4.9148 2.2602 0.1661 0.02 -0.91 -1.26
H -5.3245 1.9713 -1.6390 0.34 -0.54 1.28
H -4.5637 -1.4408 -0.6599 -1.16 0.71 -1.01
H -6.3253 -1.5788 -1.1277 0.93 1.00 0.16
H -5.2180 -0.5874 -2.1957 -0.33 -0.18 1.48
H -9.0381 -0.0920 0.8738 1.62 -0.20 -0.22
H -7.4551 -0.5710 1.7817 -0.66 0.37 -1.46
H -7.9650 -1.4540 0.2570 0.01 1.45 0.74
H 2.3076 -2.1853 -0.3523 -0.39 0.63 -1.15
H 2.9277 -1.2094 -1.8066 -1.74 -0.57 0.78
H 1.8777 -2.6821 -2.0649 0.27 1.08 0.92
H -0.7397 -2.6355 -0.3310 -0.22 1.59 0.29
H -0.9931 -1.0856 0.6995 0.08 -0.53 -1.27
H -1.9010 -1.3789 -0.9305 1.36 0.06 0.99
C -2.7325 -3.9915 3.7216 0.21 0.24 0.16
C -1.9459 -4.3388 2.4858 0.52 0.32 -0.15
O -0.8823 -3.8048 2.2446 -0.60 -0.16 0.02
C -2.5291 -5.3735 1.5607 0.26 -0.03 -0.26
H -2.1929 -3.2338 4.2928 -0.05 -0.07 -0.10
H -3.7082 -3.5893 3.4406 -0.06 -0.17 0.07
H -2.8552 -4.8793 4.3457 -0.18 0.00 -0.07
H -3.4958 -5.0326 1.1838 -0.07 -0.14 0.12
H -2.6430 -6.3225 2.0890 -0.19 0.05 0.00
H -1.8561 -5.5224 0.7143 -0.06 0.05 0.11
C 2.1281 -4.7976 6.2828 -0.11 -0.31 0.30
C 1.3983 -5.3067 5.0672 -0.28 -0.43 -0.20
O 0.7689 -6.3481 5.0992 0.19 0.35 0.08
C 1.4782 -4.4779 3.8144 -0.04 -0.38 -0.03
H 1.9832 -5.4947 7.1105 0.00 0.06 -0.10
H 3.1965 -4.7230 6.0706 -0.05 0.22 -0.01
H 1.7319 -3.8224 6.5728 0.20 0.07 -0.10
H 2.5186 -4.3894 3.4931 0.00 0.21 0.10
H 1.0527 -3.4892 3.9953 0.19 0.05 -0.10
H 0.9086 -4.9633 3.0234 0.13 0.10 0.13
C 6.9091 -2.2185 -3.3434 -0.05 -0.36 0.20
C 5.6570 -1.4212 -3.0858 -0.51 -0.03 0.29
O 4.7550 -1.8654 -2.4039 0.83 -0.02 -0.37
C 5.5655 -0.0524 -3.7057 -0.39 0.06 0.16
H 6.8355 -3.1821 -2.8357 -0.02 0.11 -0.05
H 7.0236 -2.3949 -4.4150 0.15 0.15 0.02
H 7.7774 -1.6829 -2.9540 0.03 0.04 -0.21
H 5.6202 -0.1325 -4.7935 0.19 0.08 0.03
H 6.3741 0.5796 -3.3324 0.07 -0.02 -0.19
H 4.6111 0.4047 -3.4357 0.10 -0.04 0.00
C 3.9075 9.3799 -1.9483 0.39 0.16 0.04
C 4.0180 7.9777 -2.4890 0.41 -0.48 -0.23
O 5.0960 7.5010 -2.7871 -0.32 0.32 0.12
C 2.7427 7.1943 -2.6443 0.26 -0.22 -0.15
H 4.9028 9.8248 -1.8897 -0.09 -0.07 -0.02
H 3.2908 9.9874 -2.6138 -0.15 -0.02 0.16
H 3.4739 9.3587 -0.9464 -0.17 0.07 -0.11
H 2.0750 7.7062 -3.3410 -0.12 0.06 0.18
H 2.2578 7.0764 -1.6732 -0.14 0.06 -0.11
H 2.9715 6.2045 -3.0423 -0.05 0.10 0.11
```
Positions in Å, forces in eV/Å.

As for the total charge: -1. For the total energy, the calculation gives -4708.59947 hartree. For the HOMO energy, the calculation gives -0.1571 Eh. The lowest unoccupied orbital energy comes out at 0.0663 hartree. For the frontier orbital gap, the calculation gives 0.22335 Ha.

---

2.
# C23H49BBrINiO2SSi4Te

C23H49BBrINiO2SSi4Te as an isolated structure (ωB97M-V/def2-TZVPD, the OMol25 dataset).

The geometry in XYZ format:
```
84
Properties=species:S:1:pos:R:3:forces:R:3
Ni -1.4272 1.8081 0.3429 -0.28 -0.70 0.01
Br -4.1292 3.8720 -2.7694 -0.03 0.00 -0.02
C -2.6102 3.6923 -3.8845 0.07 -0.03 0.01
C -2.4187 4.6474 -4.8731 -0.01 0.01 0.01
C -1.3160 4.5662 -5.7067 -0.02 0.01 -0.01
C -0.4055 3.5318 -5.5541 0.02 -0.02 0.01
C -0.5992 2.5798 -4.5665 -0.03 -0.01 -0.01
C -1.7051 2.6489 -3.7255 -0.07 0.14 -0.03
I -1.8982 1.1961 -2.2344 0.05 0.07 0.13
H -3.1355 5.4494 -4.9817 0.00 0.00 0.00
H -1.1707 5.3142 -6.4746 0.00 0.00 0.00
H 0.4576 3.4634 -6.2027 0.00 0.00 0.00
H 0.1091 1.7713 -4.4426 0.01 0.00 0.00
C -1.5592 3.8656 3.0835 0.10 -0.06 -0.01
S -2.2862 3.4700 1.4930 -0.28 0.02 -0.02
C -2.7447 5.1026 0.8963 0.10 0.02 -0.09
H -0.7216 4.5527 2.9678 -0.01 -0.01 -0.01
H -1.2025 2.9251 3.4995 0.00 0.01 0.01
H -2.3141 4.2910 3.7420 0.01 0.03 -0.01
H -3.4882 5.5474 1.5560 0.02 -0.01 0.02
H -3.1780 4.9589 -0.0918 0.01 0.02 0.01
H -1.8740 5.7519 0.8150 0.02 -0.02 0.00
C 2.1033 4.1314 1.7083 -0.01 -0.05 0.01
C 2.1354 3.4223 0.3595 0.00 -0.02 -0.05
C 2.7564 4.3240 -0.6906 0.01 0.00 0.03
O 0.7612 3.1695 -0.0103 0.10 0.01 -0.06
B 0.4475 1.8734 0.3861 0.02 0.43 0.11
O 1.5664 1.1668 0.7205 -0.05 -0.29 0.11
C 2.7337 1.9815 0.4358 0.04 0.02 0.03
C 3.7395 1.7740 1.5544 -0.03 0.03 -0.02
C 3.3201 1.5070 -0.8862 -0.01 -0.01 0.00
H 1.5101 5.0411 1.6075 0.00 0.01 0.00
H 3.1041 4.4048 2.0443 0.00 0.01 0.00
H 1.6399 3.5001 2.4686 0.00 0.00 0.00
H 2.2545 5.2918 -0.6713 0.00 0.00 -0.01
H 2.6487 3.9043 -1.6885 0.00 0.00 0.00
H 3.8169 4.4859 -0.4870 0.00 0.00 0.00
H 3.2857 1.9328 2.5305 0.01 0.01 0.00
H 4.5843 2.4568 1.4409 0.01 -0.01 -0.01
H 4.1170 0.7533 1.5196 0.00 -0.04 0.00
H 2.5834 1.5728 -1.6882 -0.01 0.01 -0.01
H 3.6302 0.4658 -0.7921 -0.03 0.05 0.00
H 4.1914 2.1030 -1.1598 0.01 -0.01 0.00
C 1.9240 -1.7590 2.8857 0.14 0.02 0.01
Si 0.6657 -3.1104 2.5974 -0.08 -0.08 -0.09
C -0.4514 -3.2426 4.1014 -0.01 -0.01 -0.01
C 1.5878 -4.7398 2.3835 -0.01 -0.01 0.00
Si -0.6747 -2.6637 0.7166 -0.09 0.11 0.08
Te -1.8554 -0.4776 1.1870 0.32 0.28 -0.10
Si 0.5100 -2.9518 -1.2824 0.00 0.04 0.01
C -0.4626 -2.4790 -2.8152 -0.02 -0.01 0.01
C 0.9614 -4.7709 -1.4513 0.04 0.00 0.00
C 2.0648 -1.9073 -1.1927 -0.03 0.06 0.00
Si -2.5293 -4.1047 0.7360 0.12 -0.03 0.02
C -3.4538 -3.9392 -0.8903 -0.04 -0.01 0.01
C -1.9304 -5.8786 0.9413 -0.08 -0.04 0.01
C -3.6906 -3.7148 2.1575 -0.03 0.00 -0.01
H 2.3883 -1.8771 3.8698 -0.01 0.01 -0.03
H 1.4631 -0.7753 2.8303 -0.06 0.14 0.00
H 2.7144 -1.7945 2.1327 0.00 0.02 -0.02
H 0.1416 -3.3018 5.0179 0.01 0.00 0.00
H -1.0747 -4.1380 4.0484 -0.01 0.01 0.00
H -1.1079 -2.3728 4.1722 -0.01 -0.01 0.01
H 2.1002 -5.0139 3.3098 0.00 0.01 0.01
H 2.3435 -4.6628 1.5985 0.00 0.00 0.00
H 0.9106 -5.5553 2.1211 0.02 -0.01 0.00
H -1.2928 -3.1673 -2.9820 -0.01 0.01 0.00
H 0.1865 -2.5159 -3.6948 0.01 -0.01 0.01
H -0.8722 -1.4727 -2.7414 0.01 -0.03 -0.02
H 0.0711 -5.3785 -1.6259 0.00 0.00 0.01
H 1.4678 -5.1574 -0.5653 -0.01 -0.01 0.00
H 1.6277 -4.9086 -2.3077 0.00 0.00 0.00
H 1.7932 -0.8861 -0.9126 0.04 -0.05 -0.01
H 2.5906 -1.8800 -2.1510 0.00 -0.01 0.00
H 2.7540 -2.2875 -0.4348 0.00 0.01 0.02
H -2.8776 -4.3586 -1.7175 0.01 0.01 0.00
H -3.6565 -2.8891 -1.1118 0.00 0.00 -0.01
H -4.4094 -4.4684 -0.8462 0.00 0.00 0.00
H -1.1845 -6.1494 0.1925 0.02 0.00 0.01
H -2.7647 -6.5802 0.8525 0.00 0.00 0.00
H -1.4857 -6.0199 1.9292 0.02 -0.01 -0.01
H -3.9568 -2.6568 2.1757 -0.01 0.00 0.00
H -3.2351 -3.9660 3.1169 -0.01 0.03 0.00
H -4.6121 -4.2953 2.0586 0.01 -0.01 0.00
```
Positions in Å, forces in eV/Å.

For the energy above the lowest of the compared OMol25 structures with the same formula, charge and spin, the calculation gives 44.3 kJ/mol. For the total energy, the calculation gives -7285.48059 hartree. For the HOMO energy (alpha / beta), the calculation gives -0.2487 / -0.2487 Eh. The lowest unoccupied orbital energy (alpha / beta) comes out at 0.0055 / 0.0056 hartree. For the frontier orbital gap (alpha / beta), the calculation gives 0.25421 / 0.25425 Ha.

---

3.
# C23H49N3O2

A 2-piece molecular cluster, C23H49N3O2 overall (ωB97M-V/def2-TZVPD, the OMol25 dataset).

The geometry in XYZ format:
```
77
Properties=species:S:1:pos:R:3:forces:R:3
C 3.7623 4.2753 -1.8657 0.00 0.34 0.20
O 3.8571 2.8635 -1.8284 -0.33 -0.04 -0.40
C 4.7443 2.5064 -2.8792 0.72 -0.24 -0.21
C 5.5059 1.2219 -2.6451 -0.70 -0.38 0.98
C 4.7903 -0.1467 -2.7753 0.21 0.60 -1.01
C 3.7086 -0.3149 -3.8586 -0.77 -1.31 0.89
C 2.8565 -1.5720 -3.4610 0.39 0.91 0.81
C 1.7620 -1.3085 -2.4077 -0.62 -0.21 -0.41
C 0.4041 -0.9475 -3.0693 1.04 0.55 0.42
C -0.4291 0.1209 -2.3903 -0.95 -1.41 0.35
C -1.0191 -0.1700 -0.9926 0.25 0.60 -0.31
C -1.1418 1.2451 -0.3271 1.62 -0.61 -1.15
C -0.7263 2.2307 -1.4619 -1.75 0.56 1.58
C -1.8834 2.7999 -2.2934 1.18 -0.91 -0.67
C -1.3472 3.2924 -3.6741 -0.59 0.33 1.27
N -1.9659 4.4849 -4.1843 0.12 -0.28 -0.60
N 0.2796 1.3977 -2.1500 0.26 0.22 -0.42
H 3.7107 4.6569 -2.8853 -0.09 -0.04 -0.16
H 4.6203 4.7368 -1.3827 0.30 -0.01 0.03
H 2.8953 4.6257 -1.3376 -0.58 -0.12 0.33
H 4.2376 2.5098 -3.8447 -0.31 0.00 -0.13
H 5.4989 3.2899 -2.9359 0.19 0.10 -0.10
H 5.8450 1.2810 -1.6120 0.26 0.03 0.13
H 6.4089 1.2609 -3.2397 0.07 -0.09 -0.40
H 4.3895 -0.5095 -1.8358 -0.08 0.31 0.38
H 5.5764 -0.8478 -3.0421 0.07 -0.31 0.13
H 4.1386 -0.5679 -4.8192 0.17 0.49 -0.30
H 3.0160 0.5198 -3.9472 0.15 0.44 -0.17
H 3.5627 -2.2254 -2.9608 0.09 -0.63 -0.44
H 2.4093 -2.0280 -4.3347 0.04 -0.36 -0.13
H 1.5865 -2.2055 -1.8214 0.18 -0.18 0.13
H 2.0974 -0.5694 -1.6806 0.12 0.30 0.02
H -0.2098 -1.8354 -3.1375 -0.18 -0.19 -0.17
H 0.6324 -0.6176 -4.0822 -0.24 0.06 -0.23
H -1.2916 0.2819 -3.0292 0.15 0.73 -0.35
H -0.3003 -0.8302 -0.5186 -0.20 -0.05 0.66
H -1.9872 -0.6414 -1.0579 -0.11 -0.38 -0.12
H -2.0789 1.4852 0.1428 -0.24 0.02 0.13
H -0.2998 1.3228 0.3573 -0.39 0.00 0.74
H -0.2839 3.0593 -0.9435 0.88 0.48 -0.24
H -2.6314 2.0216 -2.4112 -0.39 0.09 -0.10
H -2.2962 3.6162 -1.7170 -0.17 0.17 0.07
H -1.4560 2.4638 -4.3655 0.21 0.04 -0.43
H -0.2966 3.5361 -3.5166 0.27 -0.06 -0.32
H -2.9396 4.3570 -4.4004 -0.22 0.10 0.00
H -1.8355 5.2705 -3.5724 -0.10 0.21 0.13
H 1.0302 1.2852 -1.4636 0.25 -0.35 -0.24
H 0.7270 1.7426 -2.9970 -0.17 0.45 -0.11
C -2.8609 -4.2270 4.5580 0.09 -0.09 -0.34
C -2.8507 -2.7978 5.1727 -0.75 -2.03 -0.21
C -4.0289 -1.9558 4.6514 0.06 0.66 -0.21
C -3.8241 -1.2759 3.2966 0.00 -0.16 -0.09
C -2.4555 -0.6086 3.2159 -0.47 0.27 0.33
C -1.3262 -1.5727 3.5632 0.69 -0.57 -1.86
N -1.5231 -2.1765 4.9033 -1.23 1.86 0.50
O -1.2943 -1.2719 5.7888 0.79 0.02 0.60
C -1.2607 -2.6410 2.4610 -0.19 -0.43 -0.05
C 0.0200 -0.8595 3.4790 0.15 0.30 0.57
C -3.0935 -3.0129 6.6655 0.42 0.50 0.36
H -1.8967 -4.5026 4.1363 0.02 0.09 -0.03
H -3.0642 -4.9866 5.3105 -0.14 0.11 0.09
H -3.6143 -4.3373 3.7760 0.04 0.01 -0.04
H -4.2474 -1.1683 5.3782 0.15 -0.03 0.09
H -4.9228 -2.5792 4.6083 0.07 -0.12 0.11
H -3.9508 -1.9968 2.4836 0.07 -0.01 0.01
H -4.6025 -0.5243 3.1504 -0.04 -0.04 0.02
H -2.2972 -0.2001 2.2130 0.14 -0.12 -0.04
H -2.4352 0.2520 3.8915 0.10 -0.09 0.14
H -0.4697 -3.3665 2.6541 0.02 0.02 0.06
H -1.0444 -2.1681 1.5014 0.04 0.13 0.05
H -2.1895 -3.1891 2.3252 0.01 -0.04 0.06
H 0.0712 0.0098 4.1321 -0.04 -0.07 0.11
H 0.1937 -0.5073 2.4601 -0.13 -0.11 -0.07
H 0.8348 -1.5336 3.7446 0.00 -0.01 0.03
H -2.2670 -3.5523 7.1286 0.02 -0.02 -0.03
H -4.0017 -3.5980 6.8043 -0.01 -0.06 -0.19
H -3.2320 -2.0762 7.2020 0.14 0.04 -0.02
```
Positions in Å, forces in eV/Å.

As for the total charge: +1. Its multiplicity is 2. For the total energy, the calculation gives -1220.16075 hartree. For the HOMO energy (alpha / beta), the calculation gives -0.3801 / -0.4108 Eh. The lowest unoccupied orbital energy (alpha / beta) comes out at -0.0912 / -0.0912 hartree. For the frontier orbital gap (alpha / beta), the calculation gives 0.28894 / 0.31965 Ha.

---

Question: What is the formula in the first record?
Answer: C23H49BBrF3NNbO6P